The following is a quantum chemistry calculation of a molecular structure, C32H24BrGaN8O5S at a distorted geometry, from the Open Molecules 2025 dataset.

Summary:
- Calculated total energy: -188989.576 eV
- Gap between HOMO and LUMO: 7.2 eV

The geometry in ORCA input format:
```
! wB97M-V def2-TZVPD RIJCOSX def2/J DEFGRID3
* xyz 0 1
Ga 0.344 -0.326 -0.229
C 4.082 -0.775 -2.419
C 5.064 -1.014 -1.460
C 4.757 -0.805 -0.138
C 3.464 -0.381 0.223
N 2.509 -0.224 -0.713
C 2.827 -0.401 -1.995
N 3.265 -0.124 1.536
C 2.149 0.239 2.067
N 0.915 0.437 1.507
C 0.011 0.676 2.505
N -1.265 0.850 2.447
C -2.052 0.724 1.355
C -3.423 0.974 1.554
C -4.310 0.800 0.520
C -3.829 0.382 -0.719
C -2.474 0.169 -0.850
N -1.606 0.335 0.147
C 0.720 0.735 3.791
C 0.293 0.951 5.089
C 1.253 0.938 6.095
C 2.593 0.709 5.808
C 3.019 0.474 4.508
C 2.064 0.485 3.509
H 4.282 -0.888 -3.471
H 6.040 -1.365 -1.758
H 5.477 -0.943 0.650
H 2.021 -0.261 -2.703
H -3.741 1.287 2.534
H -5.365 0.966 0.663
H -4.493 0.215 -1.551
H -2.049 -0.189 -1.779
H -0.751 1.112 5.305
H 0.955 1.118 7.118
H 3.316 0.708 6.611
H 4.054 0.292 4.269
O -2.150 2.789 -7.387
C -0.780 2.998 -7.244
N -0.389 3.234 -5.865
C 0.024 2.203 -5.078
O 0.180 1.078 -5.496
C 0.317 2.541 -3.646
C 0.822 3.760 -3.209
C 1.112 3.906 -1.861
C 0.902 2.837 -1.003
N 0.431 1.669 -1.417
C 0.153 1.528 -2.702
H -2.374 1.903 -7.075
H -0.535 3.886 -7.833
H -0.198 2.136 -7.593
H -0.687 4.101 -5.445
H 1.021 4.567 -3.900
H 1.511 4.835 -1.483
H 1.121 2.911 0.053
H -0.201 0.549 -2.999
Br -3.961 -5.450 5.577
C -3.098 -4.597 4.112
C -3.242 -5.127 2.840
C -2.547 -4.549 1.796
C -1.714 -3.454 2.009
C -1.626 -2.906 3.285
C -2.314 -3.477 4.341
C -0.904 -2.932 0.848
O -1.022 -3.522 -0.240
O -0.134 -1.952 1.072
H -3.876 -5.984 2.669
H -2.624 -4.947 0.797
H -1.003 -2.039 3.445
H -2.231 -3.061 5.334
O -0.301 -3.301 -3.080
S 0.266 -2.756 -1.862
N -0.058 -1.261 -1.782
*
```

Atomic charges from the natural (NBO) analysis, expressed in e, are listed below:
1. Ga 1.794
2. C -0.261
3. C -0.145
4. C -0.233
5. C 0.384
6. N -0.561
7. C 0.067
8. N -0.520
9. C 0.491
10. N -0.778
11. C 0.487
12. N -0.528
13. C 0.392
14. C -0.230
15. C -0.145
16. C -0.259
17. C 0.068
18. N -0.583
19. C -0.015
20. C -0.192
21. C -0.198
22. C -0.199
23. C -0.159
24. C -0.096
25. H 0.229
26. H 0.222
27. H 0.233
28. H 0.228
29. H 0.234
30. H 0.222
31. H 0.228
32. H 0.247
33. H 0.232
34. H 0.218
35. H 0.218
36. H 0.231
37. O -0.711
38. C 0.083
39. N -0.632
40. C 0.658
41. O -0.593
42. C -0.175
43. C -0.128
44. C -0.253
45. C 0.082
46. N -0.487
47. C 0.086
48. H 0.479
49. H 0.177
50. H 0.197
51. H 0.397
52. H 0.223
53. H 0.231
54. H 0.215
55. H 0.271
56. Br 0.046
57. C -0.060
58. C -0.255
59. C -0.164
60. C -0.091
61. C -0.172
62. C -0.256
63. C 0.799
64. O -0.681
65. O -0.797
66. H 0.228
67. H 0.242
68. H 0.229
69. H 0.226
70. O -0.911
71. S 1.616
72. N -1.437